[1]
The following is a DFT calculation (ωB97M-V with the def2-TZVPD basis set) of a structure of composition CH4FOP at a distorted geometry.

Atoms and positions in Å:
1 F -1.0286 1.4302 -0.9817
2 C 0.9370 -0.1353 -0.7982
3 H -1.0723 -1.4123 1.8593
4 H 0.2601 -0.7422 -1.5998
5 H -1.2207 -1.0647 1.1263
6 P 0.4083 1.6195 -0.2931
7 H -0.0255 1.0768 0.9294
8 O 1.7416 -0.7719 -0.2423

The calculation puts the calculated total energy at -15153.8367 eV. For the energy above the lowest of the compared OMol25 structures with the same formula, charge and spin, the calculation gives 64.2 kcal per mole. The strongest force on any atom is 3.52 eV/Å.

natural (NBO) charges in e: atom 1 (F): -0.5777, atom 2 (C): 0.1516, atom 3 (H): 0.0163, atom 4 (H): 0.1180, atom 5 (H): -0.0170, atom 6 (P): 0.8755, atom 7 (H): -0.0662, atom 8 (O): -0.5006

[2]
The following is a DFT calculation (ωB97M-V with the def2-TZVPD basis set) of an isolated molecule of C3H10N4O at a distorted geometry.

Atoms and positions in Å:
1 N 1.1901 1.2302 0.0533
2 H -3.0389 -0.8928 0.7786
3 H 2.7475 0.2327 -0.1910
4 O 2.6447 1.5373 0.0948
5 N -0.5756 -0.2093 -0.3371
6 H -1.6100 1.5296 0.0772
7 H -1.0691 -1.1695 -0.6018
8 H 3.4827 -1.4902 0.8082
9 H -3.6904 0.7361 0.0853
10 H 0.7010 1.7090 -0.8104
11 N 1.3096 -1.1529 0.3475
12 C -1.5549 0.4438 0.2895
13 H 3.3732 -1.4346 -0.8333
14 C -3.0437 -0.0971 0.0666
15 H -1.1562 0.5779 1.3074
16 C 0.7360 -0.0840 -0.0912
17 H -3.2629 -0.4781 -1.0291
18 N 2.8169 -0.9881 -0.0144

The calculation puts the calculated total energy at -11274.3387 eV. For the energy above the lowest of the compared OMol25 structures with the same formula, charge and spin, the calculation gives 181.3 kcal per mole. The strongest force on any atom is 6.97 eV/Å.

natural (NBO) charges in e: atom 1 (N): -0.3468, atom 2 (H): 0.2214, atom 3 (H): 0.4530, atom 4 (O): -0.6405, atom 5 (N): -0.6023, atom 6 (H): 0.1711, atom 7 (H): 0.4120, atom 8 (H): 0.4000, atom 9 (H): 0.2313, atom 10 (H): 0.3505, atom 11 (N): -0.3874, atom 12 (C): -0.2118, atom 13 (H): 0.3939, atom 14 (C): -0.6294, atom 15 (H): 0.1891, atom 16 (C): 0.4937, atom 17 (H): 0.2086, atom 18 (N): -0.7064

[3]
The following is a DFT calculation (ωB97M-V with the def2-TZVPD basis set) of a structure of composition C10H24AuClI2N2P2 at a distorted geometry.

Atoms and positions in Å:
1 H -4.1009 1.7046 1.0570
2 C 3.0593 -1.0791 1.2376
3 C 3.0508 -0.0932 -1.4558
4 I 0.0104 0.9115 -5.3821
5 H -2.6907 -1.0222 -1.8796
6 H 2.5197 1.9875 1.8712
7 P 2.3186 0.2349 0.1817
8 N 0.0521 -4.4325 0.8264
9 H 0.0492 -6.2988 1.6782
10 H -2.6055 -1.0900 2.1751
11 H -2.7575 0.7165 -2.1914
12 C -0.0039 -3.0751 0.8594
13 H 2.4932 -1.1343 2.1810
14 H 4.0934 1.6693 1.0862
15 C 0.1799 -3.6645 -1.2438
16 C -0.0498 -5.2647 1.9993
17 H -2.5268 2.0013 1.8514
18 H 2.9655 -2.0367 0.6996
19 C 3.0122 1.7713 0.9116
20 N 0.0910 -2.5902 -0.3803
21 H -1.0164 -5.0990 2.4900
22 Cl -0.0780 0.7225 2.5342
23 H -2.9781 -2.0374 0.6928
24 H -4.1940 -0.8694 1.3420
25 C -3.0174 1.7917 0.8894
26 H 0.7410 -4.9888 2.7049
27 H 0.2157 -3.5619 -2.3240
28 H 4.1246 -0.8703 1.4521
29 H 0.2978 -5.8572 -0.8326
30 I 0.0404 -1.7117 -4.5982
31 C -3.0554 -0.0641 -1.4829
32 H -2.8305 2.6441 0.2238
33 C -3.1137 -1.0660 1.1974
34 H 2.7647 0.6841 -2.1733
35 H 2.6809 -1.0512 -1.8476
36 H -4.1526 -0.1042 -1.4259
37 C 0.1881 -4.8357 -0.5016
38 P -2.3370 0.2449 0.1646
39 H 2.8400 2.6251 0.2439
40 H -0.1113 -2.5173 1.7961
41 H 4.1474 -0.1401 -1.3901
42 Au -0.0097 0.0373 0.2042

The calculation puts the calculated total energy at -64717.8300 eV. The expectation value of S² is 2.01. For the energy above the lowest of the compared OMol25 structures with the same formula, charge and spin, the calculation gives 32.9 kcal per mole. The spin multiplicity is 3. The strongest force on any atom is 2.01 eV/Å. The charge is +2.

natural (NBO) charges in e: atom 1 (H): 0.2578, atom 2 (C): -0.9430, atom 3 (C): -0.9527, atom 4 (I): 0.4392, atom 5 (H): 0.2440, atom 6 (H): 0.2848, atom 7 (P): 0.9221, atom 8 (N): -0.3204, atom 9 (H): 0.2379, atom 10 (H): 0.2660, atom 11 (H): 0.2423, atom 12 (C): 0.1965, atom 13 (H): 0.2644, atom 14 (H): 0.2576, atom 15 (C): -0.0715, atom 16 (C): -0.4118, atom 17 (H): 0.2864, atom 18 (H): 0.2441, atom 19 (C): -0.9417, atom 20 (N): -0.5543, atom 21 (H): 0.2293, atom 22 (Cl): -0.5121, atom 23 (H): 0.2436, atom 24 (H): 0.2590, atom 25 (C): -0.9420, atom 26 (H): 0.2298, atom 27 (H): 0.1873, atom 28 (H): 0.2589, atom 29 (H): 0.2501, atom 30 (I): 0.4169, atom 31 (C): -0.9534, atom 32 (H): 0.2562, atom 33 (C): -0.9450, atom 34 (H): 0.2424, atom 35 (H): 0.2444, atom 36 (H): 0.2616, atom 37 (C): -0.0206, atom 38 (P): 0.9263, atom 39 (H): 0.2560, atom 40 (H): 0.2370, atom 41 (H): 0.2619, atom 42 (Au): 0.6645

[4]
The following is a DFT calculation (ωB97M-V with the def2-TZVPD basis set) of an isolated molecule of C11H19P at a distorted geometry.

Atoms and positions in Å:
1 H -1.4473 2.9478 -3.2059
2 H 0.6291 1.6170 -3.1145
3 C 0.0475 0.2626 -0.3460
4 C 0.7927 1.5928 -0.7988
5 H 2.6937 1.9677 0.1958
6 C 0.3219 2.1806 -2.1578
7 H 0.6376 -2.6592 2.9246
8 H -0.8463 -4.2708 2.1119
9 H -1.7223 1.6168 -2.3157
10 C -1.3001 -3.3676 2.2202
11 H 2.6577 0.5667 -0.7222
12 H -1.8209 1.3992 -0.2056
13 C -2.4611 -3.0572 1.5456
14 C 1.0003 -0.5968 0.5940
15 C 0.2502 -1.8621 1.0508
16 C -1.3004 0.5795 0.1539
17 H 0.2901 2.2881 -0.0239
18 H 0.8405 -2.6174 0.5937
19 H -0.6229 -2.0791 0.4709
20 H 0.8914 3.0559 -2.1597
21 H -0.6538 -1.4318 2.9183
22 H 1.3018 -0.0797 1.4209
23 C -1.1500 2.4788 -2.3087
24 H -1.5129 3.2362 -1.6778
25 C -0.1779 -2.2940 2.4612
26 H 0.0651 -0.2860 -1.2515
27 H 1.7637 -0.7584 -0.0740
28 H -1.9327 -3.4253 3.1133
29 H 2.9054 1.9611 -1.6178
30 P -2.4402 -0.4704 0.9513
31 C 2.3001 1.5051 -0.7466

The calculation puts the calculated total energy at -20994.2723 eV. For the energy above the lowest of the compared OMol25 structures with the same formula, charge and spin, the calculation gives 149.0 kcal per mole. The strongest force on any atom is 5.22 eV/Å.

natural (NBO) charges in e: atom 1 (H): 0.2161, atom 2 (H): 0.1939, atom 3 (C): -0.2830, atom 4 (C): -0.1950, atom 5 (H): 0.2186, atom 6 (C): -0.3886, atom 7 (H): 0.2047, atom 8 (H): 0.2483, atom 9 (H): 0.2059, atom 10 (C): -0.7034, atom 11 (H): 0.1987, atom 12 (H): 0.2227, atom 13 (C): 0.0975, atom 14 (C): -0.3721, atom 15 (C): -0.4304, atom 16 (C): -0.5975, atom 17 (H): 0.1943, atom 18 (H): 0.2041, atom 19 (H): 0.2167, atom 20 (H): 0.2019, atom 21 (H): 0.2127, atom 22 (H): 0.2000, atom 23 (C): -0.6255, atom 24 (H): 0.2055, atom 25 (C): -0.3859, atom 26 (H): 0.2075, atom 27 (H): 0.2008, atom 28 (H): 0.3226, atom 29 (H): 0.2130, atom 30 (P): 0.4118, atom 31 (C): -0.6159